Computed, not measured: a cluster of 8 separate species, C15H31BCl14N4O4P in total, with ωB97M-V/def2-TZVPD.

```
70
Properties=species:S:1:pos:R:3:nbo_charge:R:1
C 3.9881 3.0366 0.0171 -0.642
C 2.7642 2.3804 -0.9064 -0.114
O 1.9632 3.4638 -1.5585 -0.735
B 0.9569 2.7097 -2.3581 1.212
O 1.2505 2.5609 -3.8120 -0.886
C -0.4004 1.9987 -1.7640 -0.294
C -0.3967 0.4047 -1.2416 -0.274
P 1.1189 -0.7546 -1.3181 1.216
N 1.7021 -1.0358 0.1870 -1.219
C -1.8874 0.0087 -0.7059 0.251
C -2.0163 -1.5841 -0.1992 -0.706
N -3.1383 0.7736 -0.5802 -0.217
N -3.1320 2.0643 -1.0117 0.040
N -4.3544 2.7649 -0.8751 -0.586
C -1.8818 2.6481 -1.5836 0.213
C -2.0410 4.2258 -2.1200 -0.158
O -1.8314 5.1744 -0.9758 -0.242
O -3.0347 5.6612 -0.6896 -0.420
H 5.0063 2.9065 -0.5913 0.229
H 3.7185 4.1836 0.1124 0.238
H 4.0077 2.5049 1.0649 0.247
H 2.0367 1.7984 -0.1837 0.184
H 3.2713 1.6539 -1.6863 0.187
H 0.3754 2.6582 -4.3031 0.498
H 2.1574 -0.1786 -2.1784 0.003
H 0.7117 -2.0447 -1.8938 0.013
H 1.0874 -0.4750 0.8486 0.367
H -1.3569 -1.7389 0.7838 0.272
H -1.5418 -2.2934 -1.0132 0.266
H -3.1380 -1.8637 0.0538 0.277
H -4.7190 3.0356 -1.8188 0.394
H -5.0414 2.1590 -0.3504 0.422
H -1.3614 4.4659 -3.0440 0.229
H -3.1537 4.4562 -2.4873 0.222
H -3.2395 6.4422 -1.2901 0.457
C 4.6744 1.4257 4.3085 -0.399
Cl 5.8424 2.0914 3.1605 -0.020
Cl 3.2935 0.7100 3.4680 -0.040
H 5.1645 0.6548 4.9080 0.234
H 4.3180 2.2281 4.9590 0.229
C 2.2744 3.7507 -7.0540 -0.404
Cl 3.4424 4.4164 -8.2020 -0.005
Cl 0.8935 3.0350 -7.8945 -0.033
H 2.7645 2.9798 -6.4545 0.226
H 1.9180 4.5531 -6.4035 0.218
C -3.4991 -5.0670 1.5075 -0.394
Cl -3.1888 -3.4662 2.1904 -0.029
Cl -3.0334 -5.1326 -0.1967 -0.029
H -2.9207 -5.8090 2.0631 0.233
H -4.5653 -5.2901 1.5937 0.232
C 1.8249 -0.0923 7.1690 -0.397
Cl 3.3455 0.8093 7.1696 -0.028
Cl 2.1044 -1.8112 7.4731 -0.023
H 1.1747 0.3064 7.9515 0.229
H 1.3433 0.0230 6.1949 0.224
C 0.1009 -6.2670 -2.3598 -0.394
Cl 0.4112 -4.6662 -1.6769 -0.046
Cl 0.5666 -6.3326 -4.0640 -0.008
H 0.6793 -7.0090 -1.8041 0.232
H -0.9653 -6.4901 -2.2735 0.227
C -3.8009 -1.2206 -3.5427 -0.401
Cl -4.7072 -2.5948 -2.8980 0.002
Cl -2.0940 -1.6284 -3.7564 -0.024
H -4.2231 -0.9384 -4.5102 0.236
H -3.8820 -0.3827 -2.8461 0.205
C 0.4678 -5.2853 8.1550 -0.402
Cl -1.0365 -5.8009 8.9272 -0.023
Cl 1.8477 -6.1986 8.7773 -0.018
H 0.3891 -5.4496 7.0776 0.219
H 0.6248 -4.2227 8.3557 0.223
```

Results
LUMO (Ha): -0.201
HOMO (eV): -11.6
Total charge: +1



Computed, not measured: a structure of composition C37H38N5O2P2RuSe, with ωB97M-V/def2-TZVPD.

```
86
Properties=species:S:1:pos:R:3:mulliken_spin:R:1
Ru -1.4031 -0.9933 -0.9374 0.004
C -1.6019 -4.5281 -1.4248 0.007
P -2.1275 -2.9018 -2.0361 -0.034
C -1.6514 -2.9066 -3.7877 0.012
C -3.9391 -2.9769 -2.0303 -0.010
C -4.6421 -4.0671 -2.5397 -0.002
C -6.0260 -4.0813 -2.5000 0.000
C -6.7181 -3.0055 -1.9552 0.000
C -6.0257 -1.9164 -1.4536 0.001
C -4.6330 -1.8971 -1.4873 0.006
P -3.6516 -0.4949 -0.8878 0.026
C -4.4541 0.0621 0.6349 -0.005
C -3.9872 0.8492 -2.0686 -0.003
H -1.8373 -5.3154 -2.1415 0.001
H -2.1084 -4.7515 -0.4849 0.000
H -0.5263 -4.5304 -1.2429 0.001
H -2.1379 -3.7259 -4.3190 0.001
H -0.5695 -3.0117 -3.8836 -0.002
H -1.9435 -1.9679 -4.2607 -0.002
H -4.1183 -4.9136 -2.9673 0.000
H -6.5682 -4.9309 -2.8921 0.000
H -7.7990 -3.0187 -1.9238 0.000
H -6.5811 -1.0847 -1.0380 0.000
H -5.4889 0.3564 0.4564 0.000
H -3.9219 0.9274 1.0298 0.000
H -4.4374 -0.7316 1.3820 0.000
H -5.0611 1.0081 -2.1831 -0.001
H -3.5767 0.6081 -3.0509 -0.002
H -3.5322 1.7753 -1.7139 -0.003
N 1.0080 5.6764 0.7688 0.000
C 1.1375 6.7472 1.6428 -0.001
C 1.7642 7.9888 1.5076 0.001
C 1.6888 8.8260 2.5974 -0.001
C 1.0224 8.4541 3.7845 0.000
C 0.4134 7.2277 3.9065 -0.001
C 0.4814 6.3645 2.8087 0.000
N -0.0368 5.0783 2.6600 -0.002
C 0.2950 4.7277 1.4520 0.002
C -0.0648 3.4151 0.8807 -0.005
C 0.3229 2.9967 -0.3875 0.015
C -0.0492 1.7344 -0.8157 -0.004
N -0.7815 0.9040 -0.0677 0.022
C -1.1481 1.3069 1.1584 -0.025
C -0.8192 2.5435 1.6647 0.000
H 1.3644 5.6294 -0.1674 0.000
H 2.2778 8.2738 0.6000 0.000
H 2.1505 9.8033 2.5508 0.000
H 0.9938 9.1539 4.6077 0.000
H -0.1031 6.9340 4.8095 0.000
H 0.9172 3.6042 -1.0543 0.001
H 0.2693 1.3751 -1.7885 0.004
H -1.7194 0.6009 1.7471 -0.004
H -1.1291 2.8394 2.6566 0.000
C 4.2694 -1.0573 -2.8012 0.005
N 4.5032 -1.9947 -1.7119 0.045
C 3.7372 -3.0364 -1.3710 -0.080
Se 2.2163 -3.6724 -2.2269 0.841
N 4.2443 -3.5900 -0.2525 0.042
C 5.3657 -2.8973 0.1404 0.039
C 6.2503 -3.0718 1.2060 -0.010
C 7.2818 -2.1683 1.2853 0.024
C 7.4393 -1.1236 0.3464 0.027
C 6.5713 -0.9516 -0.7039 -0.012
C 5.5234 -1.8710 -0.7911 0.034
H 3.3664 -1.3557 -3.3237 -0.001
H 5.1211 -1.0735 -3.4778 0.002
H 4.1348 -0.0662 -2.3727 0.002
H 3.8199 -4.3827 0.2028 -0.001
H 6.1379 -3.8728 1.9224 -0.001
H 8.0011 -2.2581 2.0872 0.001
H 8.2745 -0.4467 0.4593 0.002
H 6.7014 -0.1588 -1.4263 -0.001
O 2.5082 -1.2020 0.1461 0.000
C 1.3068 -1.3767 0.0498 0.011
O 0.6523 -1.4722 -1.0654 0.055
C 0.4218 -1.4923 1.2701 0.038
C 0.7808 -0.8999 2.4705 -0.005
C -0.1064 -0.9182 3.5386 0.013
C -1.3562 -1.5297 3.4283 -0.012
C -1.7133 -2.1469 2.2408 -0.018
C -0.8222 -2.1318 1.1663 -0.055
H 1.7405 -0.4062 2.5482 0.000
H 0.1684 -0.4435 4.4718 0.001
H -2.0322 -1.5390 4.2722 0.000
H -2.6575 -2.6708 2.1598 0.002
H -1.0375 -2.7626 0.2967 0.018
```

Results
Spin multiplicity: 2
LUMO (alpha / beta) (Ha): -0.229 / -0.275
<S²>: 1.185
Relative energy (zero: lowest compared OMol25 entry of this formula, charge and spin) (kcal per mole): 55.0
HOMO (alpha / beta) (eV): -12.1 / -12.1
Total charge: +2



Computed, not measured: a structure of composition C56H144F6N12O16Sr, with ωB97M-V/def2-TZVPD.

```
235
Properties=species:S:1:pos:R:3:lowdin_charge:R:1
Sr 12.0363 -29.8355 14.9003 1.567
C 10.4094 -27.8505 17.4150 -0.351
O 9.5826 -28.0215 16.2329 -0.124
O 11.5642 -28.6181 17.1130 -0.345
C 10.6754 -26.3047 17.8396 -0.552
F 11.4511 -26.2318 18.8903 0.142
F 11.2019 -25.4958 16.8830 0.129
F 9.5496 -25.7143 18.2342 0.124
C 8.1992 -27.9454 16.4932 -0.246
C 7.3929 -27.9239 15.1312 -0.044
H 7.5480 -26.9079 14.7681 0.075
H 7.8126 -28.5214 14.3219 0.028
H 6.3520 -28.1657 15.3460 0.065
H 7.7978 -27.0834 17.0260 0.092
H 7.9474 -28.8199 17.0932 0.088
H 9.8431 -28.3533 18.1989 0.118
C 10.5321 -27.3812 12.5720 -0.400
O 9.8236 -27.8992 11.4213 -0.111
O 11.5310 -28.3183 12.7622 -0.320
C 10.8733 -25.8032 12.2902 -0.551
F 9.9765 -25.2440 11.4673 0.135
F 10.7303 -25.0837 13.3747 0.141
F 12.1556 -25.6682 11.8933 0.131
C 8.4012 -28.1194 11.5588 -0.267
C 7.8473 -28.3787 10.1495 -0.076
H 8.3180 -29.2125 9.6288 0.074
H 6.8285 -28.7648 10.1147 0.057
H 7.9081 -27.4783 9.5382 0.077
H 7.8558 -27.3096 12.0436 0.106
H 8.1740 -29.0477 12.0828 0.087
H 9.8555 -27.5014 13.4181 0.109
C 10.1698 -28.4227 23.3976 -0.079
C 10.6819 -28.6065 22.0239 -0.418
C 10.2122 -29.8696 21.2894 -0.169
O 10.5997 -31.1229 21.8822 -0.171
C 11.9858 -31.3178 21.7932 -0.118
N 10.2851 -27.3147 21.3889 0.076
H 10.6332 -27.7069 24.0764 0.090
H 10.4626 -29.3253 23.9339 0.082
H 9.0847 -28.3334 23.4500 0.082
H 11.7627 -28.6323 22.1626 0.114
H 10.3754 -29.8098 20.2133 0.115
H 9.1363 -29.8047 21.4513 0.122
H 12.0990 -32.3974 21.8916 0.094
H 12.5951 -30.7333 22.4825 0.087
H 12.3450 -31.0205 20.8080 0.068
H 9.2762 -27.3194 21.4362 0.012
H 10.4337 -27.4023 20.3937 0.035
C 2.3097 -31.5490 18.8278 -0.064
C 2.7622 -30.1366 18.5132 -0.409
C 4.2489 -30.1212 18.2689 -0.221
O 5.0454 -30.4442 19.4041 -0.175
C 6.3786 -30.7697 19.0174 -0.099
N 2.0679 -29.6774 17.2658 0.055
H 2.7970 -31.7677 19.7780 0.077
H 2.5560 -32.2659 18.0445 0.079
H 1.2244 -31.6043 18.9125 0.076
H 2.5177 -29.4338 19.3097 0.138
H 4.6071 -29.1442 17.9444 0.110
H 4.4816 -30.9155 17.5598 0.116
H 6.9316 -29.8520 18.8172 0.048
H 6.4583 -31.3143 18.0766 0.068
H 6.9435 -31.2700 19.8040 0.092
H 2.4490 -28.7666 17.0529 -0.009
H 2.2614 -30.1667 16.4037 0.030
C 18.9249 -23.9326 20.3522 -0.074
C 17.9114 -24.9292 19.7847 -0.432
C 16.4904 -24.1774 19.5519 -0.132
O 15.6107 -25.0348 18.7618 -0.243
C 14.2396 -24.6724 18.7337 -0.111
N 18.3729 -25.3964 18.5271 0.036
H 18.8651 -22.9594 19.8649 0.075
H 19.9383 -24.3329 20.3821 0.078
H 18.6836 -23.7766 21.4036 0.073
H 17.7067 -25.6624 20.5648 0.130
H 16.6905 -23.2550 19.0067 0.117
H 16.0915 -23.9809 20.5471 0.120
H 14.1227 -23.6737 18.3128 0.083
H 13.7334 -24.7396 19.6967 0.087
H 13.6884 -25.3631 18.0955 0.058
H 17.5952 -25.9104 18.1385 0.053
H 18.5393 -24.6806 17.8342 0.082
C 7.3155 -23.9764 16.2950 -0.048
C 6.6150 -23.0969 15.2403 -0.413
C 5.1518 -23.4564 15.0349 -0.213
O 4.7071 -22.6727 13.9457 -0.192
C 4.8175 -23.3524 12.6990 -0.091
N 6.5993 -21.7636 15.7794 0.029
H 8.3974 -23.8911 16.1933 0.079
H 7.0322 -25.0203 16.1607 0.042
H 7.0260 -23.7804 17.3274 0.074
H 7.2558 -23.1013 14.3586 0.143
H 4.5130 -23.2632 15.8968 0.124
H 5.1792 -24.4912 14.6936 0.104
H 4.4022 -22.8046 11.8532 0.089
H 4.3443 -24.3327 12.7571 0.071
H 5.8661 -23.5017 12.4417 0.084
H 5.9760 -21.2728 15.1543 0.062
H 6.1684 -21.6012 16.6783 0.072
C 13.4116 -22.5519 13.2621 -0.090
C 12.3197 -22.0609 14.1281 -0.426
C 12.5093 -22.2780 15.6810 -0.165
O 11.3437 -21.9075 16.3756 -0.172
C 11.3478 -22.1244 17.7539 -0.128
N 12.2080 -20.6203 13.8743 0.026
H 13.6050 -23.5998 13.4914 0.053
H 14.3376 -22.0051 13.4401 0.079
H 13.2559 -22.4290 12.1903 0.086
H 11.4499 -22.5000 13.6394 0.124
H 13.4327 -21.7989 16.0063 0.131
H 12.5864 -23.3564 15.8191 0.108
H 11.5006 -23.1674 18.0315 0.053
H 10.4413 -21.7737 18.2472 0.085
H 12.1386 -21.5782 18.2680 0.089
H 11.6758 -20.1886 14.6163 0.060
H 11.6895 -20.4169 13.0318 0.069
C 9.0075 -21.4158 24.1481 -0.076
C 10.1752 -21.0194 23.3014 -0.406
C 10.0320 -21.6435 21.8586 -0.215
O 10.2097 -23.0154 21.9304 -0.208
C 10.0111 -23.7036 20.6910 -0.069
N 10.2243 -19.5582 23.2282 0.014
H 8.0588 -21.3926 23.6119 0.081
H 9.0027 -21.0435 25.1726 0.086
H 9.1526 -22.4911 24.2526 0.056
H 11.1694 -21.2945 23.6536 0.140
H 10.6332 -21.1801 21.0763 0.119
H 9.0434 -21.3951 21.4726 0.115
H 9.1489 -23.2571 20.1958 0.092
H 9.7987 -24.7182 21.0280 0.062
H 10.9048 -23.6528 20.0690 0.073
H 10.1349 -19.1349 24.1409 0.062
H 9.3448 -19.2271 22.8581 0.062
C 13.9064 -26.4457 15.0269 -0.033
C 14.6645 -27.6046 14.4232 -0.406
C 16.1690 -27.4073 14.3532 -0.191
O 16.7577 -28.6129 13.9378 -0.172
C 18.1398 -28.4323 13.9039 -0.126
N 14.3139 -28.7355 15.2760 -0.077
H 14.0796 -25.5526 14.4265 0.070
H 14.1914 -26.3290 16.0725 0.068
H 12.8301 -26.5833 14.9235 0.073
H 14.1862 -27.9218 13.4965 0.133
H 16.5584 -27.1375 15.3349 0.129
H 16.3844 -26.6204 13.6304 0.135
H 18.5643 -28.1656 14.8718 0.088
H 18.3654 -27.6373 13.1932 0.089
H 18.8017 -29.2510 13.6217 0.088
H 14.6205 -28.5546 16.2212 0.028
H 15.0353 -29.3643 14.9531 0.071
C 7.8666 -31.7092 15.0556 -0.049
C 9.2632 -31.3098 15.4356 -0.443
C 10.2193 -32.3953 15.7205 -0.166
O 11.5095 -31.8956 16.1884 -0.347
C 12.2176 -32.6938 17.1548 -0.052
N 9.6588 -30.4349 14.3326 -0.041
H 7.4290 -32.3161 15.8483 0.079
H 7.8837 -32.2802 14.1273 0.094
H 7.1844 -30.8619 14.9864 0.076
H 9.1168 -30.8233 16.4000 0.146
H 10.3889 -33.0637 14.8764 0.140
H 9.7729 -33.0286 16.4872 0.140
H 12.1749 -33.7608 16.9363 0.096
H 11.8374 -32.5382 18.1644 0.095
H 13.2609 -32.3784 17.1654 0.091
H 9.6064 -30.9473 13.4638 0.102
H 9.0906 -29.6047 14.2424 0.035
C 6.8584 -24.5622 24.2117 -0.092
C 7.5631 -25.6654 23.5182 -0.382
C 7.0268 -25.8002 22.0990 -0.186
O 7.6021 -26.9418 21.4720 -0.222
C 7.2769 -27.0222 20.1147 -0.102
N 9.0523 -25.2926 23.5679 0.086
H 7.3199 -24.3697 25.1802 0.082
H 5.8671 -24.8755 24.5391 0.082
H 6.8782 -23.5987 23.7023 0.073
H 7.3888 -26.6054 24.0418 0.136
H 7.2584 -24.8797 21.5631 0.117
H 5.9420 -25.8043 21.9928 0.128
H 7.7983 -27.8256 19.5944 0.071
H 7.6445 -26.1125 19.6400 0.079
H 6.1953 -27.1110 20.0131 0.088
H 9.1837 -24.4325 23.0549 0.021
H 9.5772 -25.9596 23.0205 0.008
C 4.6503 -25.8943 17.8090 -0.076
C 3.1918 -26.1465 17.9827 -0.378
C 2.3607 -24.8226 18.1258 -0.153
O 0.9673 -25.1348 18.3937 -0.192
C 0.1851 -23.9953 18.6914 -0.113
N 2.7943 -26.9036 16.7746 0.023
H 5.1238 -25.3432 18.6215 0.080
H 4.7739 -25.2783 16.9183 0.048
H 5.2716 -26.7720 17.6312 0.067
H 3.0294 -26.8920 18.7611 0.135
H 2.5275 -24.2395 17.2201 0.120
H 2.7798 -24.3132 18.9936 0.118
H -0.7456 -24.3877 19.1014 0.086
H -0.1238 -23.3684 17.8550 0.086
H 0.7264 -23.4839 19.4873 0.084
H 1.7931 -26.8481 16.6535 0.081
H 3.0388 -26.5188 15.8734 0.043
C 14.0854 -27.9490 20.3872 -0.037
C 15.1456 -28.5308 19.4381 -0.409
C 14.9978 -30.0654 19.4143 -0.188
O 15.3201 -30.6755 20.6542 -0.207
C 16.7004 -30.7388 20.9301 -0.097
N 14.9437 -27.9938 18.1102 0.065
H 14.2661 -26.8832 20.5275 0.069
H 14.2739 -28.5318 21.2888 0.078
H 13.0639 -28.0650 20.0251 0.071
H 16.0775 -28.2023 19.8984 0.129
H 15.7941 -30.2948 18.7061 0.113
H 14.0595 -30.4745 19.0396 0.118
H 16.7558 -31.1476 21.9390 0.092
H 17.1756 -29.7582 20.9021 0.084
H 17.1243 -31.4859 20.2590 0.089
H 15.1255 -27.0076 18.2306 0.039
H 13.9481 -28.1101 17.9862 0.054
C 4.9228 -27.9007 12.6796 -0.073
C 3.5564 -28.3727 13.1138 -0.407
C 3.6861 -29.5395 14.2302 -0.123
O 2.3846 -30.1288 14.4956 -0.249
C 1.9589 -31.1074 13.5615 -0.089
N 2.9041 -27.2311 13.7066 0.037
H 4.8224 -27.3095 11.7694 0.088
H 5.6253 -28.7261 12.5643 0.067
H 5.3282 -27.3536 13.5308 0.054
H 2.9663 -28.6444 12.2386 0.126
H 4.0002 -29.0887 15.1715 0.096
H 4.4214 -30.3393 14.1425 0.116
H 2.1004 -30.7546 12.5399 0.080
H 0.9129 -31.3720 13.7168 0.093
H 2.4990 -32.0429 13.7071 0.085
H 2.3822 -26.7523 12.9865 0.086
H 2.1816 -27.7120 14.2230 0.067
```

Results
LUMO (Ha): -0.014
HOMO (eV): -8.0
Total charge: 0



Computed, not measured: a cluster of 2 separate species, C5H15N2 in total, with ωB97M-V/def2-TZVPD.

```
22
Properties=species:S:1:pos:R:3:nbo_charge:R:1
C -0.6489 -3.0856 -0.2453 -0.628
C -0.3137 -1.6234 0.0034 -0.234
C 1.1026 -0.7103 1.8024 0.137
N 0.8763 -1.5538 0.8786 -0.377
H 0.2365 -3.5865 -0.6463 0.219
H -0.8937 -3.6112 0.6780 0.231
H -1.4906 -3.1772 -0.9234 0.261
H -0.0527 -1.0888 -0.9052 0.249
H -1.1097 -1.0965 0.5309 0.228
H 2.0414 -0.6336 2.3331 0.246
H 0.2823 -0.0275 2.0024 0.224
H 1.5516 -2.3076 0.7401 0.437
C 0.5274 1.5999 -1.3537 -0.407
N 0.3181 2.8103 -0.5691 -0.623
C -0.8918 2.7080 0.2249 -0.405
H 0.7927 0.7597 -0.7055 0.135
H -0.3799 1.3551 -1.9139 0.170
H 1.3897 1.6566 -2.0173 0.221
H 0.3168 3.5904 -1.2079 0.370
H -1.8084 2.7065 -0.3854 0.176
H -0.9971 3.5501 0.9071 0.220
H -0.8490 1.7652 0.7721 0.151
```

Results
LUMO (Ha): -0.188
Relative energy (zero: lowest compared OMol25 entry of this formula, charge and spin) (kcal per mole): 48.1
HOMO (eV): -11.9
Total charge: +1



| no. | largest force on an atom (Eh/bohr) |
| --- | --- |
| 1 | 0.13473 |
| 2 | 0.01511 |
| 3 | 0.07915 |
| 4 | 0.02046 |